[1]
70
Properties=species:S:1:pos:R:3:forces:R:3 method="wB97M-V/def2-TZVPD" spin_multiplicity=2 e_tot_ev=-90652.0605 e_above_lowest_kcal_mol=19.95 mol_weight_g_mol=789.8 charge=+2 gap_ev="6.86 / 4.46" e_lumo_ev="-6.5 / -8.9"
Ir 0.237 0.101 0.063 -0.18 0.62 -0.71
C -0.792 -2.395 -0.785 0.07 0.00 -0.05
C 0.333 -2.847 0.123 0.05 -0.07 -0.05
N 1.200 -1.674 0.466 0.48 0.33 0.07
C 1.648 -1.652 1.888 0.01 0.03 -0.01
C 0.466 -1.237 2.737 -0.01 0.09 0.05
N -0.281 -0.106 2.078 0.15 0.08 0.03
C -1.753 -0.317 2.132 0.03 0.08 -0.13
C -2.117 -1.338 1.061 -0.13 0.00 -0.06
N -1.323 -1.117 -0.213 -0.01 -0.50 0.16
H -1.579 -3.143 -0.881 -0.04 0.02 0.10
H -0.406 -2.156 -1.775 -0.04 -0.03 -0.03
H 0.932 -3.614 -0.367 0.04 0.04 0.00
H -0.034 -3.276 1.054 -0.04 -0.01 -0.03
H 2.038 -1.701 -0.130 -0.04 -0.12 -0.03
H 2.445 -0.919 1.950 0.02 -0.01 0.02
H 2.046 -2.625 2.179 -0.11 -0.06 -0.01
H 0.788 -0.927 3.729 0.03 0.01 -0.02
H -0.244 -2.052 2.869 0.05 -0.05 0.01
H -0.015 0.768 2.533 -0.07 0.04 0.03
H -2.227 0.633 1.923 -0.03 0.04 0.05
H -2.067 -0.653 3.120 0.04 -0.08 -0.01
H -3.179 -1.275 0.830 0.01 -0.02 -0.03
H -1.918 -2.359 1.379 0.00 0.03 0.09
H -1.925 -0.669 -0.901 0.01 0.04 0.02
F 1.385 2.092 -0.080 0.21 -0.86 0.38
B 2.009 2.416 1.241 0.17 -0.15 0.42
F 2.191 1.127 1.843 -0.08 0.21 -0.17
F 1.056 3.092 1.979 -0.16 -0.01 -0.10
F 3.168 3.065 1.044 -0.01 0.02 -0.13
O -1.226 1.578 0.173 -0.23 0.05 -0.36
S -2.034 2.821 -0.311 0.27 -0.07 0.34
C -2.000 2.838 -2.111 0.02 0.02 -0.11
C -1.480 4.215 -2.523 -0.04 0.05 -0.03
C -0.410 4.600 -1.504 -0.02 0.04 0.17
C -1.015 4.301 -0.139 -0.01 0.07 -0.02
H -2.995 2.598 -2.481 0.00 0.00 -0.01
H -1.304 2.045 -2.380 0.10 -0.08 -0.07
H -2.298 4.938 -2.509 0.01 0.00 -0.01
H -1.104 4.177 -3.545 0.00 0.00 0.01
H -0.141 5.652 -1.577 -0.01 0.03 0.01
H 0.494 4.005 -1.644 -0.19 0.18 0.17
H -1.730 5.064 0.181 0.02 0.02 -0.01
H -0.310 4.116 0.670 0.00 0.00 0.03
O 0.777 -0.152 -1.805 -0.14 0.53 0.36
C 2.051 -0.051 -2.544 -0.19 -0.09 -0.63
C 2.432 1.369 -2.885 0.17 -0.01 0.22
C 3.697 1.838 -3.101 -0.01 -0.02 0.08
C 3.719 3.164 -3.611 -0.01 -0.02 0.01
C 2.472 3.668 -3.792 0.01 -0.01 -0.05
S 1.270 2.530 -3.365 -0.02 -0.34 -0.35
C 1.747 -0.776 -3.856 -0.17 -0.10 0.21
C 0.515 -0.985 -4.408 0.04 0.03 0.06
C 0.582 -1.576 -5.698 0.02 -0.01 -0.01
C 1.864 -1.796 -6.094 -0.06 0.03 -0.03
S 2.993 -1.289 -4.918 0.10 0.06 -0.02
C 3.102 -0.778 -1.747 -0.06 -0.23 -0.04
C 3.326 -2.140 -1.778 0.01 0.09 -0.05
C 4.329 -2.551 -0.868 0.03 0.00 0.03
C 4.839 -1.496 -0.163 -0.04 -0.04 0.06
S 4.120 -0.015 -0.596 -0.04 0.16 0.15
H 4.587 1.249 -2.940 0.04 0.05 0.00
H 4.621 3.712 -3.836 0.01 -0.02 0.00
H 2.196 4.641 -4.164 -0.02 0.01 0.02
H -0.406 -0.691 -3.926 -0.02 -0.03 -0.02
H -0.278 -1.824 -6.301 0.00 0.01 0.00
H 2.209 -2.226 -7.020 0.01 -0.02 0.01
H 2.818 -2.805 -2.463 -0.02 0.00 0.01
H 4.682 -3.566 -0.767 0.00 0.00 0.00
H 5.632 -1.508 0.569 0.01 -0.02 0.00

[2]
173
Properties=species:S:1:pos:R:3:forces:R:3 method="wB97M-V/def2-TZVPD" e_tot_ev=-194488.5227 mol_weight_g_mol=1487.7 gap_ev=10.14 e_lumo_ev=0.2
C 5.779 -1.711 5.172 0.11 -0.47 -0.33
C 4.987 -2.283 4.006 0.01 2.05 0.81
C 5.031 -3.759 3.951 0.67 -2.06 -0.10
O 4.038 -4.110 2.990 -0.56 -1.43 0.20
C 3.895 -5.532 2.629 2.54 0.77 0.10
N 3.550 -1.756 4.042 1.33 -0.23 -0.56
H 3.438 -0.895 4.712 -0.05 -0.58 -0.37
H 3.285 -1.511 3.072 -0.05 0.02 0.71
H 3.022 -2.564 4.342 -0.83 0.20 0.08
H 5.511 -2.055 6.157 -0.51 -0.29 0.30
H 5.819 -0.642 5.199 -0.24 0.62 -0.21
H 6.776 -2.050 4.996 1.00 -0.19 0.05
H 5.426 -1.891 3.110 0.01 0.29 -0.52
H 4.839 -4.199 4.976 -0.06 0.15 -0.96
H 6.092 -4.115 3.634 -1.65 0.60 0.43
H 4.854 -5.759 2.006 -2.03 -0.01 0.61
H 2.922 -5.714 2.178 0.38 0.49 -0.58
H 3.915 -6.196 3.495 0.22 0.27 0.36
C -7.671 -4.021 -0.701 0.25 0.93 0.02
C -6.286 -4.215 -1.403 -0.50 1.24 0.49
C -6.413 -4.043 -2.899 1.27 1.05 -0.10
O -5.132 -4.239 -3.510 -0.17 0.32 0.07
C -4.861 -3.453 -4.694 -0.58 0.34 0.72
N -5.149 -3.250 -0.973 -1.69 -1.60 0.29
H -4.860 -3.577 -0.025 0.35 0.42 -0.64
H -4.409 -3.428 -1.680 -0.26 0.53 0.59
H -5.462 -2.269 -0.935 0.53 0.10 -0.13
H -7.668 -4.210 0.385 0.47 0.30 -0.39
H -8.324 -4.796 -1.077 -0.16 -0.23 -0.36
H -8.195 -3.030 -0.901 0.96 -1.07 0.15
H -5.871 -5.147 -1.116 0.09 -1.14 0.05
H -6.674 -2.999 -3.028 -0.34 0.49 -0.28
H -7.196 -4.624 -3.340 -0.40 -0.73 -0.22
H -3.777 -3.265 -4.724 -0.41 -0.65 -0.31
H -5.294 -2.429 -4.635 -0.07 -0.60 0.20
H -5.325 -3.974 -5.547 0.64 0.26 -0.02
C -0.295 -5.624 3.007 1.54 -0.13 -0.29
C -0.761 -4.664 1.932 0.61 0.37 -1.06
C 0.366 -3.755 1.456 0.86 -0.71 1.06
O 1.359 -4.598 0.823 -2.25 -0.74 0.98
C 2.321 -3.792 0.296 2.74 -0.41 -0.51
N -1.169 -5.483 0.756 0.21 -1.31 0.01
H -1.769 -4.991 0.083 -0.64 0.26 0.36
H -0.397 -5.782 0.152 0.35 -0.12 0.71
H -1.662 -6.294 1.183 -0.17 0.42 -1.18
H -0.970 -6.455 3.198 -0.05 -0.11 -0.25
H -0.122 -5.164 3.971 -0.10 0.45 0.09
H 0.735 -5.965 2.646 -1.46 -0.07 0.59
H -1.641 -4.057 2.070 -0.28 0.12 0.94
H 0.873 -3.336 2.379 -0.68 0.17 -0.99
H -0.015 -2.989 0.763 0.31 -0.17 0.21
H 2.781 -3.194 1.103 0.32 -0.13 -0.62
H 1.897 -3.206 -0.440 -1.02 2.06 -1.42
H 3.046 -4.376 -0.338 -0.28 0.19 1.31
C 1.488 4.971 -0.641 -0.34 -0.10 1.54
C 2.293 4.455 0.591 -0.25 -1.88 -1.67
C 2.940 5.594 1.268 0.55 0.61 1.67
O 3.657 5.108 2.395 -0.28 -0.69 -0.20
C 4.233 6.109 3.213 1.18 -1.91 0.75
N 1.466 3.702 1.649 -2.15 0.82 -2.32
H 1.269 2.702 1.455 0.08 0.23 -0.04
H 1.952 3.802 2.487 1.36 -0.16 2.01
H 0.510 4.144 1.835 0.82 -0.38 -0.38
H 1.011 4.154 -1.168 -0.37 -0.03 0.16
H 2.165 5.400 -1.357 0.54 0.32 -0.16
H 0.772 5.753 -0.298 0.37 -0.74 -0.49
H 3.049 3.679 0.217 -0.83 1.16 0.76
H 2.221 6.379 1.567 -0.13 -0.36 0.00
H 3.642 6.074 0.627 0.53 0.39 -0.97
H 4.407 6.957 2.614 0.39 1.37 -0.41
H 5.216 5.710 3.642 -1.33 0.54 -0.73
H 3.570 6.290 4.037 -0.33 0.51 0.48
C -3.244 0.502 2.946 -0.45 0.71 -0.64
C -2.277 1.003 1.908 1.14 0.61 -0.06
C -0.908 0.437 2.185 2.11 -0.56 1.54
O 0.190 0.958 1.373 -1.17 0.76 1.16
C 0.818 -0.010 0.549 -1.33 0.60 -1.49
N -2.647 0.771 0.499 2.65 -3.54 0.05
H -2.565 -0.268 0.250 -0.51 1.04 0.30
H -3.531 1.086 0.217 -2.02 0.96 -0.49
H -1.905 1.153 -0.078 0.07 0.65 -0.53
H -3.439 -0.556 2.814 -0.11 -0.27 0.02
H -4.183 1.084 2.786 0.53 -0.55 0.78
H -2.724 0.657 3.904 -0.82 0.10 -0.11
H -2.185 2.077 1.925 -0.11 0.48 0.58
H -0.850 -0.652 2.048 -0.58 0.08 0.01
H -0.623 0.552 3.298 -0.56 0.25 -1.78
H 0.596 0.334 -0.490 1.05 -0.35 0.53
H 0.201 -0.892 0.629 0.58 -0.83 0.05
H 1.874 -0.126 0.786 -0.08 -0.13 -0.09
C -4.005 6.403 -1.316 1.72 0.49 0.77
C -3.917 5.200 -2.162 -0.88 -1.44 -0.89
C -2.856 5.222 -3.280 -0.47 -0.52 0.14
O -2.935 4.092 -4.125 -0.43 -0.47 -0.18
C -3.818 4.145 -5.253 0.12 2.35 0.66
N -3.520 3.977 -1.365 -1.23 0.73 2.22
H -3.740 3.123 -1.862 0.33 -0.32 -0.20
H -2.530 4.026 -1.092 0.04 -0.22 -0.33
H -4.008 3.933 -0.411 0.54 -0.06 -1.50
H -4.603 7.165 -1.810 0.28 0.15 0.16
H -2.965 6.694 -1.080 -0.49 0.64 -0.10
H -4.419 6.139 -0.357 -0.54 0.12 0.35
H -4.973 5.049 -2.475 0.80 -0.60 -0.48
H -1.895 5.099 -2.751 -0.09 0.41 -0.43
H -2.884 6.155 -3.841 0.03 0.15 -0.05
H -4.070 5.215 -5.427 -0.08 -0.47 0.01
H -4.758 3.618 -5.169 -0.11 -0.47 0.49
H -3.300 3.850 -6.135 0.55 -0.64 -0.50
C 4.634 2.037 -5.027 1.64 0.27 2.16
C 4.508 0.794 -4.072 0.21 0.30 1.23
C 5.799 0.350 -3.345 -1.92 0.31 -1.41
O 6.710 0.198 -4.362 0.68 0.23 0.11
C 7.806 -0.541 -3.901 1.20 -0.68 -1.13
N 3.560 1.047 -2.931 -0.04 0.99 -0.79
H 3.665 2.031 -2.666 -0.42 -0.21 0.00
H 2.595 0.922 -3.273 0.05 0.20 0.93
H 3.769 0.515 -2.059 -0.35 -0.52 -0.21
H 5.147 2.985 -4.526 -1.19 -2.04 -0.67
H 3.704 2.333 -5.484 -0.30 -0.05 -0.14
H 5.361 1.683 -5.740 0.03 0.19 -0.64
H 4.111 -0.080 -4.573 -0.10 0.03 -0.50
H 5.647 -0.560 -2.757 -0.26 -0.21 -0.32
H 6.016 1.096 -2.621 0.87 0.98 0.67
H 8.665 -0.189 -4.524 -0.50 -0.79 0.42
H 7.557 -1.637 -4.078 0.76 1.09 0.51
H 8.072 -0.313 -2.857 -0.29 -0.25 -0.21
B -2.052 -2.728 -1.438 0.66 0.69 1.18
F -1.968 -1.917 -0.205 -0.49 -0.34 -0.26
F -2.903 -2.130 -2.323 -0.65 -0.20 -0.12
F -0.795 -2.825 -1.902 1.69 -0.02 -0.75
F -2.417 -4.045 -1.058 -0.93 0.03 -0.29
B -4.297 -5.690 1.617 -0.02 -0.36 -0.56
F -5.596 -5.786 1.085 0.37 0.15 0.34
F -3.484 -6.709 1.006 -0.21 0.13 0.21
F -3.739 -4.428 1.224 -0.23 0.06 0.05
F -4.218 -5.801 2.980 -0.15 -0.06 0.23
B -1.994 5.101 1.513 -0.19 -0.99 0.00
F -1.355 5.200 0.205 -0.97 0.05 0.84
F -1.050 4.588 2.405 0.96 -0.54 0.21
F -2.415 6.287 2.047 -0.52 0.01 -0.88
F -3.028 4.052 1.424 0.53 1.38 -0.41
C -0.416 0.716 -3.883 -1.69 0.27 2.04
F -0.711 -0.402 -3.114 0.87 1.46 -1.39
F 0.611 0.486 -4.679 0.40 -0.38 -0.15
F -1.485 1.019 -4.592 -0.67 -0.55 -1.10
S -0.186 2.181 -2.770 1.87 -2.31 0.55
O -1.338 2.046 -1.873 0.60 0.86 -0.39
O 1.104 1.732 -2.210 -0.44 0.37 0.79
O 0.020 3.356 -3.560 -1.05 0.60 -0.24
C 1.910 2.360 5.022 -0.42 0.39 1.97
F 0.763 2.857 4.552 -0.38 -0.24 -0.34
F 2.818 2.424 4.098 1.02 -0.09 -1.75
F 2.313 3.213 5.984 -0.17 -0.39 0.33
S 1.759 0.598 5.602 1.43 -0.64 0.35
O 1.025 0.559 6.829 -0.38 0.41 -0.43
O 1.242 -0.055 4.419 -0.76 -0.01 -0.16
O 3.182 0.204 5.773 -0.36 0.47 0.01
C 6.261 -1.543 0.201 0.19 1.00 1.29
F 6.879 -1.622 -0.959 0.29 -0.17 -0.60
F 5.590 -2.651 0.429 -0.26 -1.06 0.05
F 7.212 -1.435 1.173 -0.45 0.03 -0.52
S 5.063 -0.137 0.260 -0.04 -0.30 1.41
O 4.030 -0.601 -0.654 -0.60 -0.26 0.00
O 4.715 -0.049 1.681 -0.15 -0.44 -1.24
O 5.773 0.977 -0.275 0.76 1.15 -0.27
C -5.839 1.091 -2.593 -0.73 -0.81 -0.01
F -4.559 1.187 -2.987 -0.49 0.93 0.11
F -6.546 2.245 -2.738 0.96 -0.63 -0.65
F -6.370 0.132 -3.405 -0.06 0.87 0.83
S -5.885 0.688 -0.782 0.29 -0.97 -0.12
O -7.275 0.475 -0.413 1.57 0.63 -0.39
O -5.006 -0.485 -0.739 -0.75 -0.14 0.11
O -5.127 1.830 -0.251 -0.99 0.25 0.04

[3]
25
Properties=species:S:1:pos:R:3:forces:R:3 method="wB97M-V/def2-TZVPD" e_tot_ev=-19201.9338 e_above_lowest_kcal_mol=41.88 mol_weight_g_mol=204.2 charge=-1 gap_ev=7.97 e_lumo_ev=3.0
C -3.510 -1.014 -0.048 -0.85 1.09 -1.60
C -2.947 -0.843 1.152 2.97 0.39 1.98
C -3.106 -0.327 -1.190 1.82 -0.33 1.17
C -1.603 -0.378 1.156 0.23 0.07 -0.51
C -1.922 0.439 -1.080 -1.81 -1.55 -0.15
C -1.071 0.210 -0.003 -0.08 0.13 -0.27
C 2.208 -1.260 -0.510 1.84 -1.68 -1.11
C 4.255 0.090 0.229 0.42 0.28 -0.69
C 0.867 1.059 -1.288 2.01 1.83 -1.57
C 0.360 0.649 -0.142 -1.37 0.60 0.62
C 1.004 0.839 1.164 0.09 0.43 2.27
N 3.355 -0.937 -0.492 0.19 1.15 0.68
O 1.268 -1.921 -0.758 -1.76 -0.24 0.40
O 4.225 1.206 -0.317 -0.06 -0.76 0.73
O 4.892 -0.428 1.142 -0.29 0.47 -0.09
H -4.393 -1.549 -0.129 -1.72 -1.06 -0.04
H -3.428 -1.111 2.083 0.06 -0.45 -0.05
H -3.595 -0.661 -2.083 -0.24 0.91 -0.68
H -0.864 -0.511 1.955 -1.00 0.04 0.11
H -1.690 1.153 -1.819 0.61 0.36 -1.00
H 0.404 1.065 -2.252 -1.07 -0.66 -0.17
H 1.851 1.586 -1.517 -0.86 -1.07 1.54
H 2.060 1.057 1.169 0.20 0.80 -0.48
H 1.002 -0.018 1.858 -0.39 -0.17 -0.54
H 0.376 1.608 1.722 1.07 -0.57 -0.54